Here is a molecular structure, C3H5GaO2 at a distorted geometry from the Open Molecules 2025 dataset. Energies are from the ωB97M-V functional and the def2-TZVPD basis.

Geometry (Å):
H (1.50, -1.69, 0.61)
C (1.12, 1.64, 1.43)
C (-0.06, 1.14, 1.07)
O (-0.14, 0.35, -0.07)
C (-1.29, -0.21, -0.39)
O (-0.93, -1.26, -1.10)
Ga (1.37, -1.17, -0.97)
H (1.24, 2.02, 2.44)
H (1.99, 1.54, 0.79)
H (-1.04, 1.48, 1.43)
H (-1.68, -1.72, -1.48)

Lowest unoccupied orbital energy (alpha / beta) (Ha): -0.1732 / -0.2618
Max |F| (eV Å⁻¹): 2.01
Kohn-Sham gap (alpha / beta) (hartree): 0.3439 / 0.2635
Highest occupied orbital energy (alpha / beta) (Eh): -0.5170 / -0.5252
Net charge: +1
Energy above the lowest of the compared OMol25 structures with the same formula, charge and spin (kJ/mol): 0.0
Spin multiplicity: 2

---

Here is a molecular structure, C31H40AsAuN2O2PSSi at a distorted geometry from the Open Molecules 2025 dataset. Energies are from the ωB97M-V functional and the def2-TZVPD basis.

Geometry (Å):
Au (-0.12, 0.33, -0.56)
O (-2.49, 0.45, -3.95)
C (-1.90, 0.00, -3.00)
O (-0.97, 0.70, -2.35)
C (-2.14, -1.42, -2.54)
P (-1.12, -1.89, -1.12)
C (0.08, -3.12, -1.66)
C (0.56, -3.02, -2.97)
C (1.56, -3.86, -3.43)
C (2.10, -4.82, -2.58)
C (1.67, -4.90, -1.26)
C (0.68, -4.05, -0.80)
C (-2.31, -2.47, 0.10)
C (-2.21, -3.62, 0.88)
C (-3.16, -3.89, 1.85)
C (-4.22, -3.02, 2.06)
C (-4.33, -1.87, 1.29)
C (-3.38, -1.59, 0.33)
H (-1.99, -2.09, -3.37)
H (-3.19, -1.50, -2.26)
H (0.16, -2.26, -3.65)
H (1.91, -3.77, -4.45)
H (2.87, -5.49, -2.94)
H (2.10, -5.63, -0.59)
H (0.39, -4.10, 0.24)
H (-1.42, -4.34, 0.71)
H (-3.08, -4.80, 2.44)
H (-4.96, -3.24, 2.82)
H (-5.15, -1.18, 1.46)
H (-3.46, -0.66, -0.23)
S (2.18, -0.11, -2.31)
C (3.70, 0.60, -2.03)
N (4.76, -0.18, -1.68)
C (6.00, 0.28, -1.36)
C (6.27, 1.60, -1.42)
C (5.24, 2.46, -1.86)
C (4.00, 1.98, -2.17)
H (4.57, -1.17, -1.66)
H (6.73, -0.47, -1.08)
H (7.25, 1.97, -1.17)
H (5.44, 3.52, -1.96)
H (3.21, 2.62, -2.52)
C (-0.84, 3.54, -2.04)
Si (-1.58, 3.34, -0.37)
C (-3.42, 3.50, -0.47)
C (-0.79, 4.74, 0.59)
N (-1.23, 1.80, 0.46)
C (-1.75, 1.46, 1.73)
C (-1.79, 0.15, 2.22)
C (-2.31, -0.16, 3.47)
C (-2.81, 0.82, 4.30)
C (-2.82, 2.13, 3.82)
C (-2.32, 2.44, 2.57)
H (-0.83, 4.62, -2.24)
H (-1.39, 3.04, -2.83)
H (0.20, 3.17, -2.08)
H (-3.70, 4.55, -0.63)
H (-3.94, 3.14, 0.42)
H (-3.79, 2.92, -1.33)
H (-1.21, 5.71, 0.26)
H (0.28, 4.76, 0.35)
H (-0.89, 4.69, 1.67)
H (-1.43, -0.66, 1.60)
H (-2.33, -1.20, 3.79)
H (-3.20, 0.58, 5.28)
H (-3.23, 2.93, 4.44)
H (-2.37, 3.47, 2.24)
C (1.08, 0.18, 3.12)
As (1.45, 0.23, 1.24)
C (2.55, -1.34, 1.07)
C (2.64, 1.75, 1.14)
H (2.07, 0.22, 3.58)
H (0.57, -0.73, 3.39)
H (0.48, 1.03, 3.43)
H (3.56, -1.11, 1.41)
H (2.56, -1.68, 0.04)
H (2.13, -2.12, 1.70)
H (3.63, 1.43, 1.46)
H (2.26, 2.51, 1.82)
H (2.68, 2.16, 0.13)

Lowest unoccupied orbital energy (alpha / beta) (Ha): -0.1630 / -0.1629
Max |F| (eV Å⁻¹): 1.12
Kohn-Sham gap (alpha / beta) (hartree): 0.1988 / 0.1988
Highest occupied orbital energy (alpha / beta) (Eh): -0.3617 / -0.3617
Net charge: +1
Energy above the lowest of the compared OMol25 structures with the same formula, charge and spin (kJ/mol): 262.8

---

Here is a single C4H7BO2 molecule at a distorted geometry from the Open Molecules 2025 dataset. Energies are from the ωB97M-V functional and the def2-TZVPD basis.

Geometry (Å):
C (-2.34, 0.00, -0.13)
B (-0.81, -0.14, 0.08)
O (-0.18, -1.02, -0.78)
C (1.11, -0.58, -1.05)
C (1.86, 0.12, -0.23)
C (1.30, 0.52, 1.09)
O (-0.10, 0.59, 0.96)
H (-2.95, -0.83, 0.38)
H (-2.54, -0.11, -1.17)
H (-2.72, 0.94, 0.20)
H (1.41, -1.01, -2.07)
H (2.88, 0.44, -0.54)
H (1.41, -0.38, 1.84)
H (1.68, 1.45, 1.41)

Lowest unoccupied orbital energy (Ha): 0.0272
Max |F| (eV Å⁻¹): 3.93
Kohn-Sham gap (hartree): 0.3690
SMILES: CB1OC=CCO1
Highest occupied orbital energy (Eh): -0.3418
Net charge: 0
Energy above the lowest of the compared OMol25 structures with the same formula, charge and spin (kJ/mol): 13.4

---

Here is a single C24H32N2O4S molecule from the Open Molecules 2025 dataset. Energies are from the ωB97M-V functional and the def2-TZVPD basis.

Geometry (Å):
C (1.88, -5.23, -4.44)
C (1.33, -5.08, -3.02)
N (1.42, -3.74, -2.50)
C (2.75, -3.17, -2.33)
C (2.70, -2.12, -1.25)
C (2.32, -2.47, 0.04)
C (2.24, -1.52, 1.04)
C (2.57, -0.20, 0.76)
C (2.95, 0.16, -0.52)
C (3.02, -0.80, -1.52)
S (0.32, -2.64, -3.13)
O (1.01, -1.66, -3.93)
O (-0.76, -3.35, -3.74)
C (-0.28, -1.82, -1.65)
C (-0.15, -0.46, -1.51)
C (-0.58, 0.16, -0.34)
C (-0.36, 1.64, -0.21)
O (-0.42, 2.39, -1.15)
N (-0.07, 2.05, 1.05)
C (0.12, 3.43, 1.40)
C (-0.98, 3.96, 2.33)
C (-2.35, 3.88, 1.66)
C (-3.44, 4.41, 2.58)
C (-3.14, 5.85, 3.00)
C (-1.77, 5.93, 3.67)
C (-0.68, 5.40, 2.74)
C (-1.18, -0.61, 0.65)
C (-1.34, -1.98, 0.49)
C (-0.86, -2.61, -0.66)
O (-0.91, -3.93, -0.90)
C (-1.53, -4.78, 0.05)
H (1.71, -6.24, -4.80)
H (1.37, -4.53, -5.10)
H (2.95, -5.02, -4.47)
H (0.26, -5.32, -3.02)
H (1.85, -5.75, -2.33)
H (3.42, -3.98, -2.03)
H (3.10, -2.72, -3.26)
H (2.07, -3.50, 0.25)
H (1.94, -1.80, 2.04)
H (2.52, 0.55, 1.54)
H (3.19, 1.19, -0.74)
H (3.30, -0.52, -2.52)
H (0.29, 0.11, -2.30)
H (-0.02, 1.37, 1.79)
H (0.11, 3.99, 0.46)
H (1.10, 3.56, 1.87)
H (-1.00, 3.33, 3.23)
H (-2.57, 2.85, 1.37)
H (-2.33, 4.48, 0.74)
H (-4.41, 4.36, 2.08)
H (-3.49, 3.78, 3.48)
H (-3.91, 6.21, 3.68)
H (-3.14, 6.49, 2.11)
H (-1.55, 6.96, 3.94)
H (-1.79, 5.34, 4.59)
H (0.29, 5.45, 3.24)
H (-0.63, 6.02, 1.85)
H (-1.57, -0.15, 1.54)
H (-1.83, -2.54, 1.27)
H (-1.01, -4.74, 1.02)
H (-2.58, -4.51, 0.19)
H (-1.46, -5.78, -0.36)

Lowest unoccupied orbital energy (Ha): 0.0165
Max |F| (eV Å⁻¹): 0.95
Kohn-Sham gap (hartree): 0.3370
SMILES: CCN(Cc1ccccc1)S(=O)(=O)c1cc(C(=O)NCC2CCCCC2)ccc1OC
Highest occupied orbital energy (Eh): -0.3206
Net charge: 0
Energy above the lowest of the compared OMol25 structures with the same formula, charge and spin (kJ/mol): 91.7

---

Here is a molecular structure, C4H5N3O at a distorted geometry from the Open Molecules 2025 dataset. Energies are from the ωB97M-V functional and the def2-TZVPD basis.

Geometry (Å):
C (0.41, -0.86, -0.10)
C (-1.29, 0.19, -0.60)
C (-0.31, 1.83, -0.45)
C (0.04, 0.34, -0.90)
H (2.51, -0.35, 0.07)
H (1.86, -1.97, 1.08)
H (-0.85, -2.45, 1.03)
H (-0.13, 2.88, -1.19)
H (0.01, 2.14, 0.82)
N (1.79, -1.13, 0.41)
N (-0.66, -1.45, 0.41)
N (-1.78, -0.78, 0.09)
O (-1.60, 1.60, -0.67)

Lowest unoccupied orbital energy (Ha): 0.0145
Max |F| (eV Å⁻¹): 6.16
Kohn-Sham gap (hartree): 0.3205
Highest occupied orbital energy (Eh): -0.3060
Net charge: 0
Energy above the lowest of the compared OMol25 structures with the same formula, charge and spin (kJ/mol): 761.1

---

Here is a molecular structure, C29H35F3N4O2P2Pd at a distorted geometry from the Open Molecules 2025 dataset. Energies are from the ωB97M-V functional and the def2-TZVPD basis.

Geometry (Å):
Pd (0.00, 0.58, -1.34)
C (-1.83, 1.67, -6.91)
C (-2.00, 0.34, -6.81)
C (-1.10, -0.71, -7.39)
C (0.42, -0.43, -7.47)
C (1.09, 0.38, -6.38)
C (0.92, 1.69, -6.14)
C (0.54, 2.61, -7.26)
C (-0.87, 2.32, -7.85)
C (1.12, 0.87, 0.37)
H (-2.47, 2.37, -6.38)
H (-2.96, -0.07, -6.49)
H (-1.42, -0.93, -8.43)
H (-1.29, -1.65, -6.83)
H (0.92, -1.41, -7.45)
H (0.65, 0.01, -8.46)
H (1.98, -0.13, -5.99)
H (1.15, 2.17, -5.19)
H (1.24, 2.46, -8.09)
H (0.61, 3.66, -6.97)
H (-1.30, 3.28, -8.16)
H (-0.75, 1.70, -8.75)
H (0.56, 1.52, 1.06)
H (2.10, 1.27, 0.10)
H (1.21, -0.12, 0.83)
P (1.68, -0.38, -2.50)
P (-1.55, -0.66, -2.43)
N (2.74, 0.86, -3.06)
N (2.75, -1.54, -1.83)
N (-2.56, 0.57, -3.11)
N (-2.72, -1.66, -1.69)
C (0.79, -1.16, -3.86)
C (-0.69, -1.59, -3.71)
C (2.76, 2.14, -2.47)
C (3.85, 2.82, -2.95)
C (4.53, 1.97, -3.88)
C (3.83, 0.77, -3.93)
C (3.47, -1.33, -0.64)
C (4.05, -2.53, -0.25)
C (3.73, -3.51, -1.25)
C (2.95, -2.88, -2.22)
C (-2.42, 1.93, -2.75)
C (-3.28, 2.68, -3.53)
C (-3.97, 1.79, -4.40)
C (-3.53, 0.50, -4.09)
C (-3.96, -2.05, -2.23)
C (-4.69, -2.70, -1.24)
C (-3.87, -2.74, -0.07)
C (-2.67, -2.14, -0.37)
H (1.40, -1.98, -4.26)
H (0.78, -0.34, -4.59)
H (-1.23, -1.45, -4.66)
H (-0.78, -2.65, -3.41)
H (2.00, 2.42, -1.76)
H (4.14, 3.83, -2.67)
H (5.42, 2.21, -4.44)
H (4.01, -0.13, -4.49)
H (3.46, -0.37, -0.15)
H (4.60, -2.71, 0.66)
H (3.99, -4.55, -1.23)
H (2.50, -3.25, -3.12)
H (-1.75, 2.23, -1.96)
H (-3.41, 3.75, -3.47)
H (-4.67, 2.05, -5.18)
H (-3.85, -0.45, -4.50)
H (-4.19, -1.85, -3.26)
H (-5.69, -3.10, -1.35)
H (-4.16, -3.18, 0.88)
H (-1.79, -1.97, 0.23)
F (-3.25, 2.32, 2.65)
C (-2.84, 1.23, 1.98)
F (-2.05, 0.48, 2.81)
F (-3.94, 0.46, 1.70)
C (-2.06, 1.57, 0.66)
O (-1.69, 2.72, 0.44)
O (-1.86, 0.51, -0.05)

Lowest unoccupied orbital energy (alpha / beta) (Ha): 0.0010 / -0.0824
Max |F| (eV Å⁻¹): 2.85
Kohn-Sham gap (alpha / beta) (hartree): 0.2320 / 0.2218
Highest occupied orbital energy (alpha / beta) (Eh): -0.2310 / -0.3042
Net charge: 0
Spin multiplicity: 3

---

Q: Among the records above, which one has the lowest max |F|?
A: C24H32N2O4S